Here is a structure of composition C31H58N2O5PReS from the Open Molecules 2025 dataset. Energies are from ωB97M-V/def2-TZVPD.

Last column: Löwdin charge in e.
Element x y z (Å)
Re1 0.74085 -0.06600 -0.67923  1.57
S1 0.44869 1.52064 -2.88896  0.66
P1 -0.29012 0.10535 1.56281  1.05
O1 0.92013 2.82440 -2.56174  -0.21
O2 1.46061 0.42353 -2.72689  -0.38
O3 2.23625 -2.46600 -2.77851  -0.26
O4 -0.44267 -1.66401 -1.38831  -0.39
O5 -0.51377 1.04198 -1.70363  -0.46
N1 2.17945 1.37777 -0.12815  -0.06
N2 2.34670 -1.36228 -0.19069  -0.07
C1 0.92178 -2.84819 -3.12999  -0.17
C2 3.13216 -2.45517 -3.90301  -0.03
C3 -2.32316 1.42355 -8.16876  -0.01
C4 -1.67502 -3.83347 1.25752  -0.16
C5 -1.66511 1.39733 -6.82599  -0.21
C6 -1.35071 -1.39399 1.74665  -0.40
C7 -1.40085 1.58823 1.48295  -0.37
C8 -1.48291 3.16309 3.50146  -0.17
C9 2.25714 0.41462 5.38223  -0.17
C10 -3.01022 -3.57268 1.97827  -0.17
C11 1.78823 1.43194 3.09710  -0.21
C12 0.07626 -2.96043 -1.88717  -0.10
C13 -1.74819 4.39997 2.63464  -0.16
C14 0.08947 0.57306 -5.37529  -0.04
C15 2.61969 -0.76571 4.48930  -0.17
C16 -2.06512 1.90664 2.86011  -0.17
C17 2.18964 1.70972 4.55826  -0.15
C18 -0.77055 2.86693 0.88364  -0.22
C19 -2.20788 -1.42597 3.03889  -0.17
C20 -1.70858 4.04816 1.13923  -0.17
C21 3.53694 0.79068 -0.38769  -0.15
C22 -0.63897 -2.74864 1.59503  -0.21
C23 3.57734 -0.59031 0.23458  -0.14
C24 -0.55296 0.57888 -6.59605  0.01
C25 -1.50094 2.24469 -4.56269  -0.02
C26 -2.12851 2.21833 -5.78871  0.01
C27 -2.75896 -2.84234 3.29243  -0.16
C28 -0.40278 1.40287 -4.36643  -0.32
C29 0.78001 0.27072 3.05901  -0.39
C30 1.50348 -1.03223 3.46167  -0.18
C31 -1.85655 -1.47452 -1.73979  0.00
H1 0.96483 -0.04174 -5.21201  0.10
H2 2.11044 1.70885 0.83526  0.07
H3 -1.83558 -3.88751 0.17660  0.09
H4 -2.42739 -2.30985 -1.34501  0.11
H5 2.53875 -1.83319 -1.10469  0.09
H6 -1.91467 3.29228 4.49361  0.13
H7 2.98236 0.52306 6.18607  0.13
H8 -3.67260 -2.76309 3.87941  0.13
H9 -1.27241 -4.80350 1.55088  0.13
H10 -2.18170 1.25646 0.78696  0.12
H11 -2.03575 -1.28046 0.89945  0.09
H12 -2.71934 4.82595 2.88408  0.12
H13 0.63493 -3.41753 -1.07230  0.13
H14 2.68869 1.13895 2.54174  0.09
H15 0.78285 -1.73115 3.88374  0.11
H16 -1.92963 -1.42582 -2.82537  0.12
H17 -1.99927 1.07122 3.55111  0.08
H18 -2.98688 2.85528 -5.95857  0.14
H19 -1.80358 2.13714 -8.81295  0.11
H20 -3.52715 -4.51450 2.15245  0.13
H21 -0.18214 -0.05035 -7.39505  0.14
H22 -0.40763 3.02959 3.66107  0.09
H23 -0.15187 -3.00145 2.53371  0.11
H24 1.39822 2.35486 2.66301  0.09
H25 2.77829 -1.66689 5.08032  0.13
H26 -1.62105 -1.10787 3.90427  0.11
H27 3.66445 0.74273 -1.46790  0.13
H28 -3.13311 2.05311 2.68372  0.14
H29 0.15503 -2.72998 0.84259  0.06
H30 -2.18215 -0.54019 -1.29890  0.08
H31 3.57444 -0.53485 1.32233  0.11
H32 0.03200 0.49576 3.82824  0.11
H33 -1.38869 4.90678 0.55013  0.12
H34 1.47397 2.40316 5.00228  0.12
H35 -3.03556 -0.72425 2.93664  0.12
H36 4.12304 -2.21694 -3.52629  0.10
H37 -2.05749 -3.41911 3.89992  0.13
H38 -1.00871 5.16964 2.85850  0.12
H39 -2.70589 3.78200 0.77695  0.12
H40 0.19374 3.09411 1.34620  0.09
H41 -1.85010 2.90656 -3.77902  0.13
H42 4.31465 1.42999 0.02780  0.15
H43 2.82270 -1.69860 -4.62596  0.09
H44 1.92916 -1.52647 2.57756  0.08
H45 0.48282 -2.13979 -3.84299  0.13
H46 3.15436 -3.43698 -4.37682  0.11
H47 -0.80068 -3.57422 -2.07640  0.14
H48 -0.60482 2.75260 -0.18640  0.07
H49 4.47154 -1.13075 -0.06972  0.15
H50 2.03611 2.21120 -0.71403  0.11
H51 1.29758 0.21800 5.86859  0.12
H52 3.15537 2.21583 4.56120  0.13
H53 -2.27643 0.45064 -8.65471  0.10
H54 3.56970 -0.56572 3.98325  0.12
H55 0.93624 -3.83528 -3.60407  0.16
H56 2.17846 -2.10304 0.48876  0.10
H57 -3.68010 -2.97297 1.35275  0.12
H58 -3.36261 1.73715 -8.10010  0.09

M (g/mol): 788.1
Gap between HOMO and LUMO (spin up / spin down) (eV): 5.42 / 5.90
Charge: +3
2S+1: 2
Highest occupied orbital energy (spin up / spin down) (Eh): -0.6279 / -0.6281
⟨S²⟩: 0.7552

***

Here is a structure of composition C6H11NO at a distorted geometry from the Open Molecules 2025 dataset. Energies are from ωB97M-V/def2-TZVPD.

Last column: Löwdin charge in e.
Element x y z (Å)
O1 0.74742 0.96228 -0.72445  -0.11
N1 -0.60824 -1.96225 -0.28135  -0.01
C1 0.55942 0.16299 -1.87786  -0.24
C2 -0.70032 -0.53436 0.34004  -0.26
C3 -0.83670 1.67655 1.80254  -0.13
C4 0.65267 0.14076 0.50784  -0.24
C5 0.35003 -1.39971 -1.60087  -0.17
C6 -0.32960 0.23350 1.62321  -0.26
H1 -0.20008 -0.24399 2.55871  0.12
H2 1.39532 -0.38362 0.91611  0.10
H3 -0.14378 -1.68312 -2.66347  0.13
H4 -2.13557 2.07487 2.03475  0.15
H5 0.52972 -2.19169 0.33432  0.19
H6 1.50227 -0.19114 -2.63724  0.16
H7 -0.35808 2.51971 0.89315  0.15
H8 -0.15110 0.60425 -2.51159  0.08
H9 1.48569 -1.76888 -1.38123  0.13
H10 -0.28323 2.03518 2.85307  0.10
H11 -1.47582 -0.05132 -0.18570  0.12

M (g/mol): 113.2
Gap between HOMO and LUMO (eV): 9.38
2S+1: 1
Highest occupied orbital energy (Eh): -0.3153

***

Here is an isolated molecule of C5H7N3 at a distorted geometry from the Open Molecules 2025 dataset. Energies are from ωB97M-V/def2-TZVPD.

Last column: Löwdin charge in e.
Element x y z (Å)
N1 1.17192 0.95458 -0.12395  0.02
N2 -1.18622 -1.46389 -0.04350  0.07
N3 -2.13905 -0.37655 -0.00329  -0.10
C1 -1.40200 0.88527 -0.21178  -0.15
C2 -0.05087 0.55006 0.57620  -0.25
C3 1.30221 -1.36811 0.10836  -0.03
C4 -0.03265 -0.94208 0.29591  -0.31
C5 1.94705 -0.25720 -0.24877  -0.09
H1 -2.93303 -0.76166 -0.61046  0.13
H2 2.94577 -0.23014 -0.69451  0.12
H3 -0.17039 0.88397 1.59337  0.14
H4 -0.93443 0.94864 -1.27796  0.13
H5 -1.81836 1.84475 0.20985  0.12
H6 1.70289 1.68064 0.31772  0.11
H7 1.59716 -2.34827 0.11279  0.08

M (g/mol): 109.1
Gap between HOMO and LUMO (eV): 8.62
2S+1: 1
Highest occupied orbital energy (Eh): -0.2823
SMILES: C1=CC2=NNC[C@@H]2N1

***

Here is a cluster of 2 separate species, C5H15NO2 in total at a distorted geometry from the Open Molecules 2025 dataset. Energies are from ωB97M-V/def2-TZVPD.

Last column: Löwdin charge in e.
Element x y z (Å)
O1 -1.73901 -2.94442 0.19633  -0.16
O2 -3.66021 2.35749 -0.76409  -0.28
N1 -0.87109 -0.78737 -0.50508  -0.06
C1 1.36813 0.62997 0.97062  -0.36
C2 2.39819 1.75863 1.15325  -0.17
C3 -1.76702 -1.83089 -0.77079  -0.36
C4 0.53002 -1.09945 -0.63978  -0.28
C5 1.42807 0.09592 -0.45501  -0.24
H1 -1.52028 -2.33610 -1.70012  0.10
H2 2.23416 2.39007 2.02460  0.05
H3 0.75969 -1.93620 0.05222  0.11
H4 -1.14768 -0.10743 0.19722  0.05
H5 2.33737 2.38406 0.25218  0.06
H6 -1.22991 -2.74806 0.99883  0.05
H7 2.48178 -0.21615 -0.59245  0.11
H8 1.59049 -0.15888 1.67760  0.09
H9 -3.31091 2.41148 0.14530  -0.07
H10 -2.79057 -1.47422 -0.70470  0.09
H11 3.43456 1.40208 1.14921  0.06
H12 -2.91091 1.87577 -1.15991  -0.04
H13 0.41862 1.10249 1.20735  0.04
H14 0.68382 -1.67341 -1.56355  0.11
H15 1.28271 0.90462 -1.16924  0.10

M (g/mol): 121.2
Gap between HOMO and LUMO (spin up / spin down) (eV): 2.86 / 9.15
Charge: -1
2S+1: 2
Highest occupied orbital energy (spin up / spin down) (Eh): 0.0322 / -0.2035
⟨S²⟩: 0.7505

***

DFT total energy, record by record: -68534.64532, -9928.53421, -9766.16052, -11011.84142 eV